(1)
Computed, not measured: C5H11N in the gas phase in a non-equilibrium geometry, with the ωB97M-V functional and the def2-TZVPD basis.

Strongest force on any atom = 2.6 eV Å⁻¹
Relative energy (zero: lowest compared OMol25 entry of this formula, charge and spin) = 1.464 eV
Lowest unoccupied orbital energy = 0.981 eV
Kohn-Sham gap = 0.34627 Ha
Structure (SMILES) = C=C(N)CCC

XYZ file:
```
17
Properties=species:S:1:pos:R:3:forces:R:3
C 1.05093 1.65680 0.18956 1.96 -1.08 1.18
C 0.38318 0.77773 1.27510 -1.25 -0.64 -0.73
C 0.13799 -0.67820 0.79842 -0.65 1.14 -1.33
C -0.56228 -0.71401 -0.60151 -0.30 -2.53 -0.52
C 0.09233 -0.81280 -1.76006 1.40 1.00 0.10
N -1.95371 -1.06934 -0.55595 0.34 1.23 0.46
H 1.32134 2.57233 0.71637 -0.13 0.37 -0.65
H 0.42099 1.76019 -0.67146 -0.57 0.48 -0.11
H 1.99815 1.22587 -0.23722 -0.61 0.23 0.66
H 0.83255 0.69870 2.28628 0.03 0.68 -0.71
H -0.61451 1.25568 1.31818 0.26 -0.24 0.77
H 1.12030 -1.16303 0.70705 -0.49 -0.20 0.20
H -0.60241 -1.23724 1.42047 1.14 0.37 0.02
H 1.10628 -0.39379 -1.74910 -0.06 -0.73 -0.01
H -0.20983 -1.16825 -2.74802 -0.66 0.40 0.54
H -2.24374 -2.02537 -0.70766 0.33 0.07 0.09
H -2.27755 -0.68528 0.31955 -0.75 -0.54 0.02
```
Forces are in eV/Å.

=====

(2)
Computed, not measured: a molecular structure, C18H11CaN4O in a non-equilibrium geometry, with the ωB97M-V functional and the def2-TZVPD basis.

Strongest force on any atom = 4.5 eV Å⁻¹
Charge = +1
Lowest unoccupied orbital energy (alpha / beta) = -3.989 / -3.989 eV
Kohn-Sham gap (alpha / beta) = 0.24509 / 0.24512 Ha

XYZ file:
```
35
Properties=species:S:1:pos:R:3:forces:R:3
Ca 2.30553 -0.17469 2.48758 1.25 -0.73 1.01
N -5.59839 0.46491 -4.42739 2.54 -0.51 2.55
C -4.71525 0.37377 -3.64961 -1.08 1.15 -1.93
C -3.50181 0.40533 -2.79998 -0.05 0.95 0.14
C -2.57465 -0.62071 -2.92999 -1.40 -0.96 -0.29
C -1.62791 -0.87532 -1.96694 1.18 1.93 0.22
C -1.28042 0.17364 -1.09165 -0.75 -0.07 1.46
C -2.17795 1.30694 -0.96753 1.98 -0.52 -0.14
C -3.22799 1.43665 -1.84669 -1.03 -0.61 -0.28
C -0.12213 0.01548 -0.10459 -0.99 -1.63 0.49
C -0.03079 -1.26357 0.61824 -0.22 2.49 0.43
C -0.91319 -2.32941 0.52780 0.52 -1.76 0.10
C -0.30580 -3.45390 1.14134 1.14 2.54 -0.08
C 0.89011 -2.94001 1.66557 -1.01 0.88 -0.20
N 1.01380 -1.56332 1.51639 -0.76 -2.91 -2.10
C 0.74360 1.08908 0.04318 0.63 1.25 0.40
C 0.74948 2.26424 -0.78959 0.75 -1.27 1.05
C 1.57886 3.17628 -0.18458 0.30 0.43 0.23
C 2.15574 2.55452 0.94575 -1.18 -0.39 -0.04
N 1.65291 1.32145 1.12528 -0.72 0.84 -1.62
H -2.70938 -1.31244 -3.75227 -0.13 -0.23 0.19
H -1.07224 -1.78949 -1.94837 0.40 -0.17 -0.37
H -1.96926 2.08840 -0.19676 -0.21 -0.78 -0.87
H -3.86229 2.31609 -1.75553 -0.12 -0.36 -0.11
H -1.83943 -2.37490 0.01681 -0.59 0.20 -0.35
H -0.54980 -4.47838 1.14615 -0.59 -0.79 -0.02
H 1.66026 -3.58123 2.02678 0.60 0.05 0.79
H 0.38411 2.20078 -1.78424 -0.71 0.66 -0.47
H 1.70950 4.21417 -0.41925 0.32 0.10 -0.46
H 2.85122 2.98495 1.67058 -0.20 -0.07 -0.31
O 1.36535 1.47118 5.57291 0.42 -0.99 -0.68
C 1.73040 0.70512 4.83355 -0.62 1.31 1.25
N 5.82226 -1.21447 1.73498 -2.24 -0.25 0.35
C 4.65526 -1.01048 1.84923 4.41 -0.58 -0.30
H 6.81026 -1.58066 1.69285 -1.84 0.78 -0.03
```
Forces are in eV/Å.

=====

(3)
Computed, not measured: a molecular structure, C25H23IrN11O2PS4, with the ωB97M-V functional and the def2-TZVPD basis.

Strongest force on any atom = 0.3 eV Å⁻¹
Relative energy (zero: lowest compared OMol25 entry of this formula, charge and spin) = 0.265 eV
Multiplicity = 6
Charge = +1
Lowest unoccupied orbital energy (alpha / beta) = -2.220 / -5.286 eV
<S²> = 8.80
Kohn-Sham gap (alpha / beta) = 0.26163 / 0.20100 Ha

XYZ file:
```
67
Properties=species:S:1:pos:R:3:forces:R:3
Ir 0.84837 1.10146 1.01679 0.11 -0.09 0.01
C 3.69535 -3.05587 3.84013 0.01 -0.01 0.00
N 3.22450 -1.70009 3.58680 0.00 -0.02 0.00
C 3.55411 -0.59729 4.32023 -0.04 0.01 -0.03
C 2.89688 0.45634 3.74968 0.04 0.02 0.09
N 2.17847 0.01113 2.68340 -0.13 -0.16 -0.08
C 2.38479 -1.29672 2.59849 0.03 0.03 0.00
P 1.69840 -2.44503 1.36696 0.01 0.09 0.04
C 2.20576 -1.53619 -0.12300 0.03 0.06 -0.09
N 2.45732 -0.23585 -0.19144 -0.02 -0.10 0.00
C 2.99081 -0.02029 -1.43330 0.06 0.08 0.01
C 3.02608 -1.19115 -2.12827 0.02 -0.02 0.02
N 2.53112 -2.14786 -1.28804 0.02 -0.05 0.06
C 2.26509 -3.53167 -1.65280 -0.02 -0.01 -0.02
C -0.03909 -1.94777 1.50792 -0.11 -0.03 0.04
N -0.47122 -0.71756 1.73461 0.02 -0.07 -0.11
C -1.82201 -0.80706 1.92013 -0.02 0.00 0.00
C -2.20708 -2.10951 1.78733 -0.01 0.03 0.00
N -1.07276 -2.82377 1.53002 0.07 -0.02 0.02
C -1.03075 -4.23937 1.19525 0.00 -0.02 -0.03
H 4.35970 -3.03262 4.69879 0.00 0.01 0.00
H 4.24335 -3.43739 2.98128 0.00 0.01 0.00
H 2.85972 -3.71718 4.05919 -0.01 0.01 0.00
H 4.21042 -0.65517 5.17095 -0.01 0.01 -0.01
H 2.89916 1.48972 4.05136 -0.01 -0.01 -0.01
H 3.33615 0.94965 -1.74639 -0.02 0.01 0.00
H 3.36119 -1.42921 -3.12297 -0.01 0.02 0.00
H 2.98695 -3.84739 -2.40117 0.01 0.01 0.00
H 1.25662 -3.61828 -2.05550 0.00 0.00 0.00
H 2.36744 -4.16694 -0.77590 0.00 0.00 0.01
H -2.42231 0.05564 2.15087 -0.01 -0.01 0.00
H -3.16983 -2.58521 1.86243 0.00 0.02 0.00
H -1.87139 -4.73950 1.66837 0.00 0.01 0.02
H -0.10716 -4.68035 1.56159 0.01 0.01 0.01
H -1.09478 -4.36891 0.11541 0.00 0.01 0.00
S 1.61188 3.05149 2.15401 0.13 0.23 0.13
C 0.32756 4.15671 2.02083 -0.13 -0.25 -0.18
C 0.58288 5.50600 2.41887 0.03 0.13 0.08
N 0.80792 6.58491 2.74586 0.00 -0.02 -0.03
C -0.92130 3.80230 1.53012 0.23 -0.08 -0.02
S -1.31376 2.22642 1.03529 -0.01 0.15 0.10
C -1.94913 4.79081 1.41395 -0.12 0.10 0.03
N -2.79595 5.56193 1.31367 0.03 -0.02 -0.03
N -6.21713 1.80511 -2.54193 -0.02 -0.03 -0.01
C -4.99459 1.22124 -2.52217 0.05 -0.01 0.00
C -4.15134 1.28698 -3.64675 -0.02 0.00 0.01
C -2.90461 0.70781 -3.62030 0.00 0.02 -0.01
C -2.47662 0.03874 -2.47434 0.10 -0.04 -0.06
C -3.30291 -0.04556 -1.35587 0.00 -0.04 0.08
C -4.54680 0.53589 -1.37707 -0.02 0.02 -0.02
S -0.86512 -0.59072 -2.41215 -0.02 0.07 0.01
O -0.28774 -0.58599 -3.73052 -0.01 0.02 0.01
O -0.79139 -1.78057 -1.61184 -0.03 0.01 0.04
N -0.07758 0.56304 -1.48494 -0.04 -0.12 -0.17
C 0.53040 1.57041 -2.00853 0.05 0.07 0.05
S 0.66205 2.08867 -3.69670 0.01 0.03 0.00
C 1.56086 3.43106 -3.18464 -0.02 -0.06 0.04
C 1.76523 3.41498 -1.80022 -0.03 0.07 -0.12
N 1.21448 2.40353 -1.16395 -0.14 -0.03 0.13
H -6.54252 2.29813 -3.35214 0.01 0.01 0.00
H -6.81660 1.77912 -1.73873 0.00 0.01 0.01
H -4.49067 1.79758 -4.53918 0.00 0.00 0.01
H -2.25991 0.75465 -4.48792 -0.01 0.00 0.00
H -2.95981 -0.57170 -0.47485 0.00 0.00 -0.01
H -5.18977 0.47483 -0.50790 0.00 0.00 0.00
H 1.92793 4.17622 -3.87297 -0.02 -0.03 -0.03
H 2.33469 4.16322 -1.26618 -0.01 -0.03 0.05
```
Forces are in eV/Å.

=====

(4)
Computed, not measured: a molecular structure, C11H23AlBrN2O4Sm in a non-equilibrium geometry, with the ωB97M-V functional and the def2-TZVPD basis.

Strongest force on any atom = 9.7 eV Å⁻¹
Multiplicity = 6
Charge = +2
Lowest unoccupied orbital energy (alpha / beta) = -8.817 / -9.505 eV
<S²> = 9.01
Kohn-Sham gap (alpha / beta) = 0.20717 / 0.18102 Ha

XYZ file:
```
43
Properties=species:S:1:pos:R:3:forces:R:3
C -2.98250 -1.70673 -2.14072 0.90 -0.03 -0.30
C -2.19863 -0.40080 -1.97944 -1.43 -4.14 -0.71
O -2.70964 0.61755 -1.76713 -0.07 2.95 0.55
N -0.72910 -0.54109 -2.06761 -0.55 1.52 0.28
C -0.15452 0.24533 -3.15117 3.00 -2.49 -1.64
C 1.05250 -0.32370 -3.91126 -0.13 -0.19 0.61
O -0.56357 1.28877 -3.45823 -1.94 2.56 0.18
Al 0.05695 -0.14667 -0.34301 0.69 -0.12 1.45
Br -1.71209 -0.35808 1.27287 0.46 -0.06 -0.46
C 1.03877 1.61975 -0.26727 -0.74 -0.04 -0.68
C 0.15121 2.88416 -0.11082 1.31 0.34 0.43
C -0.37116 3.14318 1.33778 -0.70 0.51 -0.94
C -1.93672 3.11170 1.39695 0.96 -1.17 0.67
O -2.46996 4.41434 1.46854 -0.08 -0.49 -0.42
C 1.42835 -1.57765 0.21262 -0.65 1.26 0.78
C 1.15706 -1.91599 1.68212 1.44 -2.95 -1.71
O 1.23043 -0.69475 2.54797 -5.76 -4.94 -3.13
C 2.27647 -2.90056 2.25898 -1.07 0.70 0.38
N 1.80900 -4.26497 2.37643 -0.15 0.43 -0.19
H -3.89655 -1.55079 -2.73077 0.38 0.19 0.13
H -3.29890 -2.09189 -1.15707 0.33 0.21 -0.27
H -2.32602 -2.43299 -2.65350 -0.45 0.04 0.29
H 1.62055 0.53228 -4.30503 -0.22 -0.27 0.27
H 1.69733 -0.94644 -3.26808 -0.27 0.07 -0.38
H 0.70383 -0.88977 -4.79151 0.04 -0.01 0.49
H 1.82186 1.53735 0.52560 -0.25 0.12 -0.24
H 1.57352 1.72119 -1.23384 0.06 -0.20 0.47
H -0.63895 2.86464 -0.87895 0.05 0.02 0.48
H 0.79884 3.74535 -0.37198 -0.38 -0.34 -0.06
H 0.07917 2.42798 2.06169 -0.23 0.01 -0.26
H -0.04190 4.15078 1.64364 -0.23 -0.39 0.03
H -2.19808 2.48743 2.27812 -0.27 0.52 -0.23
H -2.29018 2.53809 0.51971 -0.03 0.42 0.27
H -3.32603 4.36617 1.02088 0.13 0.37 0.23
H 2.44329 -1.12599 0.19385 -0.32 -0.37 -0.43
H 1.38011 -2.47220 -0.42557 0.16 0.10 0.50
H 0.20464 -2.45053 1.81427 0.01 0.90 0.25
H 0.76615 -0.99890 3.38336 -0.90 -0.18 -0.93
H 2.49734 -2.55120 3.30698 0.23 -0.31 -0.40
H 3.17911 -2.80133 1.63683 -0.22 -0.25 0.29
H 1.42132 -4.60002 1.49476 0.38 -0.09 0.08
H 1.04135 -4.29879 3.04492 0.22 -0.21 -0.02
Sm 2.41535 0.34580 3.53412 6.28 5.99 4.30
```
Forces are in eV/Å.

=====

(5)
Computed, not measured: C6H12O2 in the gas phase in a non-equilibrium geometry, with the ωB97M-V functional and the def2-TZVPD basis.

Strongest force on any atom = 3.9 eV Å⁻¹
Relative energy (zero: lowest compared OMol25 entry of this formula, charge and spin) = 2.069 eV
Lowest unoccupied orbital energy = 0.865 eV
Kohn-Sham gap = 0.38257 Ha
Structure (SMILES) = C=CC[C@](C)(O)CO

XYZ file:
```
20
Properties=species:S:1:pos:R:3:forces:R:3
C 0.46521 -0.26279 0.17487 3.25 -0.31 -1.59
C 2.09158 -0.21495 -0.25383 -1.75 -0.74 1.38
C -0.13315 0.60727 -0.87956 -3.79 0.45 0.55
C -0.01926 -1.70639 0.17074 0.20 0.39 0.16
C -1.71446 0.92516 -0.64982 2.09 0.09 -0.92
C -2.51762 0.73834 0.38312 0.12 -0.03 0.22
O 0.45079 0.32810 1.44771 0.02 0.06 0.48
O 2.63787 1.05069 -0.01957 -0.09 0.22 0.08
H -0.45421 0.35971 1.77454 0.11 0.13 -0.03
H 2.36208 1.30821 0.87076 0.04 0.01 -0.06
H 2.57855 -0.97902 0.36636 0.08 0.00 -0.05
H 2.25457 -0.45758 -1.30377 -0.30 0.00 0.01
H -0.07727 0.12271 -1.85444 0.17 0.05 -0.03
H 0.36778 1.57638 -0.91072 0.02 -0.09 -0.07
H -2.13157 1.43970 -1.51247 -0.01 0.12 0.08
H 0.21733 -2.17718 -0.77987 -0.02 -0.07 -0.13
H 0.47834 -2.25857 0.96643 0.02 -0.03 0.03
H -1.09369 -1.76091 0.32518 -0.14 -0.04 -0.01
H -3.51239 1.16183 0.40392 -0.12 -0.15 -0.20
H -2.25050 0.19929 1.28043 0.09 -0.06 0.12
```
Forces are in eV/Å.

=====

(6)
Computed, not measured: a molecular structure, C29H49AlBe2BrCl3F3IN7O6P3 in a non-equilibrium geometry, with the ωB97M-V functional and the def2-TZVPD basis.

Strongest force on any atom = 7.2 eV Å⁻¹
Charge = +2
Lowest unoccupied orbital energy = -9.354 eV
Kohn-Sham gap = 0.05043 Ha

XYZ file:
```
105
Properties=species:S:1:pos:R:3:forces:R:3
C -0.12475 3.71408 -3.15544 0.55 -0.17 0.42
C 0.34934 4.27333 -1.77028 -0.30 1.65 -0.89
N 0.39494 3.34661 -0.61573 -0.36 1.10 -1.75
C -0.57606 2.54136 -0.25605 -0.71 -0.54 0.72
N -1.85078 2.48515 -0.86730 1.73 0.01 2.26
C -2.55691 3.73552 -0.67934 -0.60 3.51 -1.43
C -4.07694 3.96877 -0.89827 -0.50 0.25 -1.03
F -2.21396 4.38753 0.57096 -0.01 -1.45 -0.87
C -2.51663 1.15561 -0.81521 -0.89 -2.05 0.39
C -3.26529 0.74530 0.51343 -0.26 -1.12 1.41
N -4.05772 1.72144 1.24084 -0.61 0.48 -1.00
C -3.48962 1.11044 -2.08754 0.57 0.51 0.06
C -5.02980 1.02253 -1.90624 -1.05 0.60 -0.34
N -5.62752 -0.13345 -2.63520 -1.15 0.80 0.36
C -1.36555 -0.00426 -0.90433 0.61 0.12 -0.11
C -1.84195 -1.47401 -0.68155 -3.89 0.73 -2.27
C -3.15627 -1.96126 -1.62379 1.44 -2.60 -2.30
C -2.99699 -3.46093 -2.27471 0.69 4.36 -3.59
O -2.91903 -2.08820 -3.06409 -1.01 1.66 2.82
P -0.31285 0.05974 -2.53718 0.48 -0.21 -1.26
N -0.06883 -1.59751 -3.15703 -2.15 2.27 0.66
O -1.09166 0.78554 -3.82444 0.66 -0.99 0.95
C -0.18961 0.29028 0.22564 0.42 -0.89 -0.73
C 0.01263 -0.91365 1.24082 0.13 0.04 1.10
C 1.12620 -0.76342 2.34553 2.24 -0.19 0.94
O 0.96993 -0.26197 3.43710 -0.96 0.15 -1.04
C 2.54053 -1.43934 2.16744 1.06 -1.67 -0.83
C 2.56552 -2.90700 2.14339 2.07 -0.12 -0.21
C 3.81983 -3.66431 2.03008 1.49 2.81 0.02
C 5.16126 -2.92246 1.92003 -4.51 1.03 0.34
C 5.05632 -1.45821 1.92821 -0.30 -1.26 0.06
C 3.79954 -0.72083 2.06895 -0.24 -1.82 -0.08
P 1.57653 0.32493 -0.52944 -0.08 -2.10 2.24
O 2.17113 -1.00794 -0.85917 -0.27 1.18 -0.66
N -0.26451 1.62406 0.80142 0.05 -0.28 -1.25
C -0.71312 1.91397 2.14567 -1.62 2.04 3.15
C 0.28898 2.75071 3.07834 0.47 -0.97 -0.64
C -0.10679 2.65253 4.60249 -0.64 -0.22 -1.23
I 1.05472 4.12802 5.67637 -0.54 -0.50 -0.22
P 1.97404 3.47093 0.27196 -0.63 0.81 4.42
O 1.97335 5.00768 0.76808 0.22 -3.40 -1.14
Cl 3.61572 3.28043 -1.09829 0.63 -0.28 -1.70
H -1.20582 3.45041 -3.23107 0.97 0.17 -0.10
H 0.12418 4.54501 -3.91095 -0.75 -1.72 0.91
H 0.54161 2.84789 -3.44088 -0.93 0.79 0.14
H -0.22165 5.19047 -1.42757 0.51 -0.94 -0.42
H 1.39113 4.67417 -1.97149 -0.88 -0.42 0.84
H -2.14308 4.46941 -1.44768 -0.13 -0.89 1.09
H -4.82667 3.29650 -0.44863 0.82 0.15 0.01
H -4.30028 5.01880 -0.55035 0.52 -1.13 -0.19
H -4.26406 3.99856 -2.01377 0.22 -0.16 1.14
H -2.61248 0.22525 1.29090 0.01 0.57 -1.23
H -3.97832 -0.09312 0.23936 0.79 1.00 0.01
H -4.47660 1.30115 2.09429 0.30 0.43 -1.18
H -3.60450 2.59498 1.49990 0.10 -0.36 0.03
H -3.24287 0.29144 -2.81359 -0.03 0.69 0.95
H -3.28585 2.03815 -2.69529 -0.15 -1.08 0.67
H -5.49591 1.91724 -2.41650 0.73 -0.86 0.51
H -5.47221 1.01559 -0.88026 0.93 -0.02 -0.45
H -6.14779 -0.72900 -1.97220 0.65 -0.36 -0.58
H -6.33845 0.21088 -3.28328 0.64 -0.26 -0.28
H -2.34053 -1.76775 0.34329 1.00 1.91 -1.44
H -1.06571 -2.32097 -0.89014 -0.43 2.53 -0.70
H -4.21086 -1.67064 -1.25984 1.86 -0.44 -0.76
H -1.97049 -3.69581 -2.66689 -0.83 -0.89 1.83
H -3.75771 -3.83578 -3.00086 -0.15 -0.72 2.02
H 0.51829 -1.46215 -4.00110 -0.73 -0.30 0.07
H 0.40715 -2.17185 -2.45376 -0.62 -0.01 -0.02
H -0.89832 0.31232 -4.65726 -0.52 0.14 0.28
H 0.34269 -1.86248 0.72763 -0.75 1.16 0.16
H -0.93931 -1.07341 1.82964 0.98 0.03 -0.75
H 1.64820 -3.54454 2.24736 0.77 0.99 -0.15
H 3.84047 -4.78351 2.03795 -0.31 1.22 0.00
H 6.12170 -3.48134 1.84689 -0.89 0.79 -0.02
H 6.02366 -0.90148 1.81529 -1.19 -0.39 0.23
H 3.79992 0.40149 2.08483 0.16 -1.23 0.11
H 2.35690 0.80317 0.59310 -0.57 0.16 -0.64
H 1.81129 1.40526 -1.46650 -0.21 0.38 -0.12
H -1.62769 2.58486 2.11161 0.84 -0.84 -0.23
H -1.05828 1.06066 2.79955 0.62 0.26 -1.44
H 0.28299 3.81988 2.73987 0.09 -0.83 0.39
H 1.31794 2.31342 2.92379 -0.89 0.60 0.29
H -1.21874 2.84463 4.64992 1.22 0.12 0.44
H 0.09577 1.64545 5.04446 -0.03 0.94 -0.52
H 2.88546 5.38753 0.55110 -0.89 1.84 -0.75
N 6.19518 -6.29093 3.00186 0.02 -0.29 0.07
C 6.82562 -7.22226 2.21522 0.04 0.07 -0.15
C 7.06018 -8.33528 2.97850 0.03 0.04 -0.23
C 6.55033 -8.07463 4.27438 -0.12 0.12 0.16
C 6.02149 -6.81107 4.25972 -0.07 0.10 0.11
H 5.90247 -5.37828 2.70765 0.07 -0.10 0.09
H 7.05296 -7.00975 1.18270 0.02 -0.05 0.05
H 7.54451 -9.23851 2.64272 -0.02 0.06 0.01
H 6.56849 -8.73978 5.12316 0.00 0.05 -0.04
H 5.53793 -6.23566 5.03296 0.05 -0.05 -0.01
F -4.35463 0.82328 -4.30167 -0.40 -0.61 -0.84
Be -4.31895 0.86568 3.85695 0.05 -0.37 1.22
Cl 2.07950 -2.35786 -3.34550 5.91 -1.12 0.66
Br -1.62966 -3.56017 0.21594 0.78 -6.12 3.66
Be 3.22673 1.22383 -1.91466 0.52 0.38 -0.02
F 2.74770 6.68039 -0.71047 0.21 -0.96 -0.51
O -5.03159 -1.95482 -5.16055 -0.46 0.71 0.53
H -4.20914 -1.95395 -4.63924 0.44 0.13 0.37
Cl 4.60907 -2.77483 -2.61487 -2.82 0.38 -1.01
Al 0.77928 6.35619 -4.31180 0.64 1.33 -0.01
```
Forces are in eV/Å.